Formula: C3H38NO17
Source: the Open Molecules 2025 dataset
Level of theory: ωB97M-V/def2-TZVPD

XYZ file:
```
59
Properties=species:S:1:pos:R:3:forces:R:3
O 2.063 -1.501 -0.246 -0.009 -0.622 0.753
C 1.159 -2.313 0.373 -0.838 -1.137 -1.205
O 1.548 -3.521 0.796 1.261 0.250 1.072
C 0.714 -1.523 1.727 -3.604 -0.153 2.411
C 1.900 -1.294 2.552 2.410 1.082 0.578
N 0.039 -0.221 1.432 0.723 0.384 -1.854
H 2.370 -1.075 -3.542 -0.008 -0.178 0.079
H -0.148 -2.081 2.258 1.853 0.032 -1.196
H 2.551 -2.147 2.678 -0.184 -0.483 0.045
H 2.563 -0.509 2.137 -0.438 -0.294 -0.180
H 1.710 -0.891 3.562 -0.685 -0.339 -0.235
H 0.351 0.015 0.459 -0.048 0.956 0.985
H 0.363 0.447 2.159 0.145 0.672 -0.321
H -1.019 -0.184 1.457 0.593 -0.977 0.517
H 1.860 -3.757 -2.230 -0.354 -0.454 -0.233
H 0.431 -4.391 -2.219 0.048 -0.168 -0.260
O 1.291 -4.422 -1.786 0.330 0.687 0.360
H -2.824 3.831 -0.873 -0.529 -0.357 0.553
H -3.241 3.017 0.450 -0.189 0.620 -0.439
O -2.544 3.204 -0.188 0.283 -0.095 -0.196
H 1.638 2.592 -4.296 0.521 0.691 0.332
H 1.979 1.736 -3.162 0.145 0.264 0.275
O 2.188 2.629 -3.487 -0.750 -0.922 -0.624
H -3.992 1.000 -1.222 0.033 -0.074 -0.107
H -4.587 0.742 -2.614 0.267 0.202 0.172
O -3.769 1.008 -2.164 -0.211 -0.305 -0.276
H -4.434 0.819 1.382 -0.070 -0.180 -0.336
H -4.824 -0.608 1.053 -0.270 -0.003 -0.156
O -4.460 0.187 0.644 0.180 0.356 0.562
H -3.456 -3.363 0.682 -0.155 -0.123 0.009
H -3.565 -2.036 -0.112 -0.066 -0.031 -0.115
O -3.587 -2.415 0.773 -0.140 -0.156 -0.367
H 2.744 -1.964 -0.761 -0.179 -0.413 0.322
H 3.431 -1.487 -2.505 -0.410 -0.185 -1.017
O 2.625 -1.813 -2.966 0.686 0.153 0.745
H -1.385 -1.381 -3.261 -0.177 0.258 -0.234
H -0.066 -1.996 -1.212 0.007 0.026 0.882
O -0.033 -2.446 -0.312 -0.083 0.497 -0.907
H 0.861 2.748 3.010 -0.157 -0.069 0.020
H 1.246 2.188 4.339 -0.240 -0.363 -0.014
O 0.744 1.937 3.549 0.306 0.032 -0.343
H 1.372 -4.332 0.271 -0.493 0.599 -0.735
H -2.002 -0.012 -2.949 -0.329 0.244 0.330
O -1.256 -0.586 -2.731 0.473 -0.867 0.187
H -0.328 1.794 -0.265 -0.706 0.933 -1.431
H -0.080 3.451 -0.247 -0.916 -0.442 -0.921
O 0.002 2.586 0.143 2.040 -0.520 2.237
H 3.921 2.052 -1.233 -0.215 0.404 0.110
H 2.640 2.840 -0.827 0.282 0.333 -0.111
O 3.209 2.103 -0.577 -0.014 -0.359 -0.002
H -1.961 -1.606 3.131 -0.676 -0.060 0.001
H -2.978 -1.357 1.906 0.573 -0.420 0.533
O -2.281 -0.968 2.484 0.244 0.659 -0.067
H 0.832 4.902 1.988 0.347 0.008 0.259
H 2.302 4.566 2.381 -0.006 0.192 -0.128
O 1.390 4.527 2.686 -0.332 -0.212 -0.169
H 1.896 1.173 -1.276 0.406 -0.695 0.449
H 1.554 -0.400 -1.480 0.398 0.975 -0.147
O 1.331 0.507 -1.718 -1.074 0.146 -0.453
```
Forces are in eV/Å.

Values from the calculation:
⟨S²⟩ = 0.755
Max |F| = 4.34 eV/A
Net charge = +2
Orbital gap (alpha / beta) = 10.2540 / 3.5597 eV
2S+1 = 2
Total energy = -1470.24241 hartree



Formula: C3H39NO16
Source: the Open Molecules 2025 dataset
Level of theory: ωB97M-V/def2-TZVPD

XYZ file:
```
59
Properties=species:S:1:pos:R:3:forces:R:3
C -3.646 1.998 -0.779 2.224 -3.034 3.012
C -3.001 1.230 0.451 -0.553 -2.425 -6.919
C -3.019 1.806 1.633 1.062 0.653 4.451
N -2.598 -0.072 0.109 2.159 2.716 3.661
H -3.260 1.882 -1.721 1.496 -1.069 -2.143
H -3.580 2.975 -0.592 -0.398 3.965 0.993
H -4.588 1.629 -0.835 -3.276 -0.605 -0.028
H -2.671 1.229 2.517 -0.562 0.509 -0.431
H -3.190 2.883 1.774 -0.164 -0.628 -0.203
H -2.204 -0.186 -0.805 -0.508 -0.521 -1.812
H -1.841 -0.543 0.706 -1.810 0.624 -0.146
H 2.410 1.289 1.488 -0.589 0.068 0.197
H 2.844 2.159 2.539 1.224 1.608 0.901
O 2.215 1.480 2.437 -0.869 -1.408 -1.457
H 0.175 -2.606 0.901 -0.118 -0.704 1.218
H -0.949 -2.163 -0.133 -0.345 -0.790 -0.136
O -0.015 -2.263 0.029 -0.239 0.448 -1.146
H -0.324 -0.225 3.575 -0.732 -0.597 0.107
H -1.313 -1.420 3.366 -1.349 -0.171 -0.649
O -0.591 -1.123 3.880 1.238 -0.662 1.122
H 1.511 3.897 -1.527 -0.003 -0.341 -0.336
H 0.436 2.697 -1.624 1.326 0.852 0.117
O 0.842 3.389 -1.062 -0.978 -0.527 0.357
H -0.983 3.345 -3.367 -1.216 -1.066 2.664
H -1.584 2.798 -1.822 0.489 1.799 0.996
O -1.458 2.683 -2.743 0.486 -0.126 -3.668
H 2.769 -1.518 0.099 -0.480 3.330 -1.931
H 2.292 -2.362 1.106 2.002 -0.798 -1.090
O 3.058 -2.317 0.424 -1.490 -3.141 3.019
H -4.744 -1.686 -0.860 -0.183 -0.286 0.082
H -4.299 -1.270 0.607 -1.104 -3.771 -2.483
O -4.512 -2.138 -0.034 1.037 3.847 2.377
H 0.230 0.439 -3.823 0.589 0.555 2.322
H -0.438 1.313 -2.680 0.947 -0.986 -0.749
O 0.307 0.652 -2.828 -2.060 0.247 -1.757
H 0.268 -2.335 3.150 0.132 -0.174 0.546
H 0.520 -3.896 2.846 -0.038 -0.057 0.334
O 0.667 -2.998 2.550 0.312 0.068 -0.998
H -0.696 1.648 2.360 -0.250 0.031 0.222
H 0.545 1.259 2.896 4.502 0.534 -0.312
O -0.337 1.158 3.110 -3.474 1.215 -0.442
H 4.307 1.063 0.377 1.577 -2.113 0.793
H 3.340 1.407 -0.732 -1.017 -1.083 -1.755
O 3.797 1.731 0.002 -0.493 2.988 1.049
H 2.355 -1.542 -2.585 0.285 0.639 -0.346
H 3.466 -0.505 -3.034 -3.203 -0.154 1.049
O 2.464 -0.559 -2.716 3.752 -0.268 -0.920
H -2.324 -1.651 -2.449 -10.128 -3.599 -6.484
H -1.037 -1.053 -2.592 2.363 1.364 -1.828
O -1.654 -1.431 -2.033 7.769 2.409 8.155
H 4.299 -1.471 1.858 -0.345 1.345 -0.033
H 3.489 -0.150 1.953 -3.302 0.814 -0.190
O 4.311 -0.507 2.078 3.934 -2.012 0.428
H 1.132 -0.201 -0.911 0.463 0.067 -0.071
H 0.600 -0.416 0.469 -1.635 -0.903 1.073
O 1.381 -0.200 0.028 1.838 1.946 -1.175
H 1.272 -3.221 -3.021 -2.231 -0.528 -1.878
H 1.546 -2.888 -1.530 1.752 -1.154 -2.972
O 2.006 -3.123 -2.481 0.185 1.058 5.242
```
Forces are in eV/Å.

Values from the calculation:
⟨S²⟩ = 0.768
Max |F| = 12.55 eV/A
Energy above the lowest of the compared OMol25 structures with the same formula, charge and spin = 85.1 kcal/mol
Net charge = +1
Orbital gap (alpha / beta) = 8.7697 / 4.2134 eV
2S+1 = 2
Total energy = -1395.82210 hartree



Formula: C3H39NO17
Source: the Open Molecules 2025 dataset
Level of theory: ωB97M-V/def2-TZVPD

XYZ file:
```
60
Properties=species:S:1:pos:R:3:forces:R:3
C 2.011 -3.715 3.317 0.400 0.557 0.849
C 1.563 -2.807 2.198 0.431 0.860 -0.283
N 0.243 -2.595 2.028 -0.482 -0.593 0.015
C -0.753 -3.637 2.334 1.011 0.617 -0.528
O 2.416 -2.134 1.603 -0.237 0.063 -0.132
H 1.675 -4.743 3.349 -0.306 -0.026 -0.120
H 3.093 -3.696 3.431 0.093 -0.113 -0.663
H 1.714 -3.171 4.226 -0.439 -0.455 0.008
H -0.070 -1.865 1.368 0.489 -0.243 0.263
H -1.716 -3.178 2.451 -0.459 0.118 0.022
H -0.479 -4.145 3.240 -0.045 -0.223 0.419
H -0.753 -4.346 1.509 -0.358 -0.255 0.014
H 3.975 -2.266 -0.877 0.047 -0.170 -0.502
H 2.759 -1.736 -1.552 0.374 -0.120 -0.259
O 3.610 -2.162 -1.774 -0.458 0.140 0.602
H 3.542 -0.242 -3.467 0.179 0.038 -0.052
H 3.340 0.550 -2.221 0.090 -0.230 0.377
O 3.480 0.673 -3.165 0.080 -0.101 -0.074
H -0.641 0.732 -2.541 0.361 0.175 -0.499
H -0.714 -0.659 -3.273 0.345 0.239 -0.214
O -1.061 -0.136 -2.551 -0.612 -0.516 0.253
H 2.275 -0.415 0.288 -0.089 -0.641 -0.478
H 2.011 0.843 -0.439 -0.379 0.242 -0.427
O 2.110 -0.097 -0.631 0.687 0.445 1.115
H 1.940 -1.994 -4.722 0.254 0.190 0.085
H 2.484 -2.906 -3.558 -0.040 0.278 -0.300
O 1.850 -2.843 -4.291 -0.159 -0.447 0.282
H -1.047 3.724 0.673 0.150 -0.211 -0.337
H -1.143 4.831 -0.369 -0.119 -0.177 0.039
O -1.306 4.641 0.562 -0.067 0.228 0.322
H -2.212 1.748 2.104 -0.705 -0.389 -0.115
H -2.743 0.329 1.685 0.340 0.685 0.112
O -2.067 1.006 1.501 0.157 -0.411 -0.370
H 4.865 2.465 -1.336 0.203 0.223 0.491
H 4.458 3.459 -0.114 0.582 -0.455 -0.135
O 4.242 3.110 -0.984 -0.733 0.121 -0.381
H -2.965 1.548 -2.099 0.000 -0.145 -0.121
H -2.449 1.516 -0.679 -0.220 0.003 0.294
O -2.437 2.053 -1.478 0.165 0.334 0.137
H 1.727 4.488 -1.014 -0.504 0.167 0.169
H 2.390 3.195 -0.958 0.025 -0.209 0.277
O 1.514 3.579 -0.763 0.629 0.236 -0.318
H 1.796 1.390 -3.046 -0.176 0.243 -0.363
H 1.160 2.636 -2.381 -0.334 -0.185 -0.178
O 0.978 1.917 -3.011 0.027 -0.016 0.252
H -5.211 -0.806 -0.607 0.233 0.081 -0.189
H -5.323 -0.231 0.769 -0.042 0.197 0.092
O -5.234 0.044 -0.149 -0.060 -0.298 0.130
H -2.313 -2.365 -0.924 0.296 0.319 -0.312
H -3.117 -2.417 -2.265 0.417 0.121 -0.058
O -3.187 -2.435 -1.311 -0.765 -0.262 0.424
H -0.804 0.265 -0.102 -0.220 -0.332 0.379
H 0.312 -0.675 -0.507 -0.579 -0.026 0.319
O -0.412 -0.584 0.146 0.477 -0.138 -0.499
H -2.322 3.730 2.618 0.207 0.120 0.285
H -3.743 3.626 2.298 -0.312 -0.350 -0.074
O -3.078 3.165 2.827 0.235 1.165 -0.267
H -3.908 1.832 4.138 -0.063 -0.297 -0.140
H -2.696 1.002 4.353 0.100 -0.266 0.013
O -3.629 0.904 4.142 -0.125 0.095 0.347
```
Forces are in eV/Å.

Values from the calculation:
Max |F| = 1.38 eV/A
Energy above the lowest of the compared OMol25 structures with the same formula, charge and spin = 34.5 kcal/mol
Net charge = 0
Orbital gap = 9.5601 eV
Total energy = -1471.55090 hartree



Formula: C3H39O17
Source: the Open Molecules 2025 dataset
Level of theory: ωB97M-V/def2-TZVPD

XYZ file:
```
59
Properties=species:S:1:pos:R:3:forces:R:3
C -0.379 -0.470 -1.794 0.279 0.726 0.496
C -1.342 0.045 -0.715 -0.830 0.898 -0.487
C -1.161 -0.438 0.721 -0.340 -2.190 1.039
O -1.200 1.455 -0.797 -0.174 -1.508 0.553
H -0.765 -0.141 -2.763 -0.229 -0.413 -0.001
H -0.199 -1.544 -1.752 0.241 -0.017 -0.187
H 0.531 0.193 -1.706 -0.493 -1.347 0.098
H -2.424 -0.271 -0.915 1.075 0.247 -0.424
H -1.950 -0.123 1.422 0.127 0.374 -0.698
H -0.249 -0.120 1.196 0.800 0.052 -0.014
H -1.240 -1.579 0.867 0.351 1.276 -0.701
O 0.215 -2.676 2.976 -0.618 -2.201 0.896
H -0.736 -2.508 2.990 -0.350 0.921 -0.271
H 0.226 -3.401 3.643 0.619 0.555 -0.643
O 1.500 -0.709 -4.569 -0.468 0.455 -0.446
H 1.096 -0.999 -3.748 -0.011 -0.144 0.122
H 2.373 -1.082 -4.597 0.422 -0.383 0.158
O -3.582 1.548 0.679 -0.528 -0.370 -0.084
H -2.789 1.231 0.226 -0.080 0.887 -0.150
H -3.726 0.922 1.393 -0.194 0.127 0.158
O -2.843 2.163 -2.937 -1.421 0.477 -0.755
H -2.317 1.721 -2.289 0.801 -0.312 1.430
H -2.389 2.013 -3.753 0.456 -0.013 -0.755
O 1.338 1.835 0.079 2.038 0.345 0.335
H 1.742 0.986 0.319 -0.426 -0.066 0.309
H 0.476 1.632 -0.288 -1.799 -0.025 -0.469
O 0.305 2.715 -2.656 0.088 0.524 -0.869
H -0.367 2.237 -2.159 -0.633 -0.085 0.536
H 1.112 2.392 -2.272 0.281 0.215 -0.167
O -0.884 2.397 2.307 -1.940 -1.227 -0.764
H -0.054 2.591 2.635 2.725 1.099 1.403
H -0.608 1.745 1.642 -0.749 0.318 -0.420
O 2.056 -0.845 3.317 0.193 0.207 1.540
H 1.427 -1.563 3.211 0.011 0.182 -0.131
H 2.236 -0.507 2.448 0.264 0.186 -0.850
O -1.825 -1.179 3.858 -1.218 -1.749 0.645
H -2.176 -1.519 4.714 0.694 0.766 -0.784
H -1.155 -0.524 3.989 0.822 0.764 0.455
O 3.382 -1.091 -1.796 0.334 -1.761 0.886
H 3.258 -0.242 -2.192 -0.307 1.523 -0.868
H 4.298 -1.363 -1.807 0.215 0.012 -0.265
O 1.805 -3.189 -2.517 -0.309 -0.790 -0.314
H 2.100 -2.313 -2.284 0.597 0.602 0.123
H 1.263 -3.410 -1.759 -0.311 -0.176 0.168
O -2.129 3.846 -0.103 -1.254 1.876 -0.336
H -1.666 3.068 -0.350 0.499 -1.597 -0.404
H -1.573 4.261 0.533 0.566 0.366 0.793
O 1.113 -3.044 0.385 1.012 -1.909 -0.473
H 1.550 -3.914 0.569 -0.091 1.083 -0.693
H 0.644 -2.973 1.205 -0.980 0.582 1.081
O 2.397 -0.632 0.663 0.310 1.386 1.120
H 1.877 -1.425 0.557 -0.041 -0.788 -0.718
H 3.025 -0.522 -0.051 -0.003 -0.748 -0.549
O 2.804 1.377 -2.338 2.194 -0.684 -3.052
H 3.757 1.504 -2.228 -0.347 0.570 0.104
H 2.407 1.503 -1.519 -1.290 0.738 3.216
O -3.898 0.319 3.142 0.308 0.141 1.081
H -3.216 -0.360 3.245 -0.275 -0.364 -0.437
H -3.469 0.974 3.722 -0.611 0.389 -0.565
```
Forces are in eV/Å.

Values from the calculation:
Max |F| = 3.82 eV/A
Energy above the lowest of the compared OMol25 structures with the same formula, charge and spin = 71.1 kcal/mol
Net charge = -1
Orbital gap = 6.7196 eV
Total energy = -1416.79105 hartree



Formula: C3H3AgLiO2
Source: the Open Molecules 2025 dataset
Level of theory: ωB97M-V/def2-TZVPD

XYZ file:
```
10
Properties=species:S:1:pos:R:3:forces:R:3
O -0.240 0.372 0.513 1.535 1.825 0.911
C -1.205 -0.389 0.012 -1.281 -1.621 -0.136
C -1.428 -1.669 0.370 -0.005 0.558 -0.124
Li 1.051 0.480 -0.779 -0.183 -0.198 0.141
H -1.838 0.074 -0.760 0.141 -0.105 0.210
H -2.215 -2.242 -0.120 0.260 0.192 0.153
H -0.865 -2.143 1.181 -0.152 0.184 -0.366
O 3.939 2.248 -1.334 -0.443 -0.590 -0.336
C 3.126 1.495 -1.519 0.299 0.585 0.473
Ag -0.326 1.775 2.435 -0.170 -0.830 -0.927
```
Forces are in eV/Å.

Values from the calculation:
Max |F| = 2.55 eV/A
Energy above the lowest of the compared OMol25 structures with the same formula, charge and spin = 0.0 kcal/mol
Net charge = +1
Orbital gap = 6.2462 eV
Total energy = -420.82411 hartree



Formula: C3H3AgO3
Source: the Open Molecules 2025 dataset
Level of theory: ωB97M-V/def2-TZVPD

XYZ file:
```
10
Properties=species:S:1:pos:R:3:forces:R:3
O -2.413 -0.942 -1.126 -1.536 0.685 0.073
C -1.020 -0.844 -1.100 1.308 -1.228 0.104
C -0.566 -0.750 0.167 -1.044 1.581 -1.136
O 0.839 -0.657 0.351 1.714 0.080 0.676
C 1.426 0.484 0.259 -1.661 0.897 -0.137
O 2.426 0.500 1.124 0.920 -0.327 0.613
H -2.645 -1.870 -1.108 0.154 -0.124 -0.066
H -1.061 -0.124 0.924 -0.155 -0.876 0.179
H 2.728 1.408 1.238 0.020 -0.050 -0.526
Ag 0.286 2.796 -0.729 0.280 -0.638 0.220
```
Forces are in eV/Å.

Values from the calculation:
⟨S²⟩ = 0.753
Max |F| = 2.21 eV/A
Energy above the lowest of the compared OMol25 structures with the same formula, charge and spin = 92.7 kcal/mol
Net charge = -1
Orbital gap (alpha / beta) = 5.9348 / 5.6354 eV
2S+1 = 2
Total energy = -488.60671 hartree



Formula: C3H3AgO3
Source: the Open Molecules 2025 dataset
Level of theory: ωB97M-V/def2-TZVPD

XYZ file:
```
10
Properties=species:S:1:pos:R:3:forces:R:3
O -0.057 0.361 0.427 -0.614 0.562 0.474
C -0.912 1.429 0.041 0.949 -1.130 -2.842
O -1.366 1.945 1.101 -0.808 0.996 0.583
C 0.682 -1.686 -0.457 0.172 0.392 0.073
H 0.169 -2.250 0.322 0.035 0.181 -0.307
H 1.269 -2.222 -1.200 -0.116 0.140 0.273
C 0.654 -0.359 -0.497 0.374 -0.704 -0.813
O -1.096 1.677 -1.128 0.049 0.036 1.523
Ag -0.535 0.848 2.609 0.199 -0.266 0.938
H 1.192 0.256 -1.218 -0.238 -0.208 0.098
```
Forces are in eV/Å.

Values from the calculation:
⟨S²⟩ = 2.005
Max |F| = 3.20 eV/A
Energy above the lowest of the compared OMol25 structures with the same formula, charge and spin = 0.0 kcal/mol
Net charge = 0
Orbital gap (alpha / beta) = 7.9735 / 6.3203 eV
2S+1 = 3
Total energy = -488.63645 hartree



Q: The lowest total energy belongs to which entry?
A: C3H39NO17



Q: Among the records above, which one has the highest total energy?
A: C3H3AgLiO2



Q: Which of these has the highest max |F|?
A: C3H39NO16



Q: Number 2 is which compound?
A: C3H39NO16